Entry 1:
C9H18N5O2STc | ωB97M-V with the def2-TZVPD basis set

- charge = +3
- highest occupied orbital energy (alpha / beta) (eV) = -17.93 / -18.07
- frontier orbital gap (alpha / beta) (eV) = 4.79 / 4.94
- multiplicity = 2

Geometry (Å):
1 Tc 0.267977 0.375332 -0.540810
2 C -2.444886 1.900416 3.057756
3 O -1.036472 1.483694 3.138359
4 C -0.442648 1.052082 2.090762
5 O -0.998557 0.886070 0.967114
6 N 0.864475 0.772177 2.258374
7 N 1.568471 0.207147 1.162905
8 H -2.670075 2.268314 4.050836
9 H -3.055816 1.037673 2.811347
10 H -2.540073 2.686941 2.315473
11 H 1.297751 0.828982 3.171679
12 H 1.867739 -0.731868 1.420984
13 H 2.414795 0.758259 1.023478
14 C -0.102965 -3.537321 0.337524
15 C -0.992440 -2.822379 -0.541271
16 C -2.168318 -3.440836 -1.249037
17 C -2.732257 -2.471417 -1.955565
18 C -1.907219 -1.253340 -1.684921
19 C -2.119106 0.054766 -2.269708
20 N -0.901996 -1.505403 -0.826265
21 H 0.038094 -4.573864 0.023791
22 H -0.650924 -3.608073 1.301163
23 H 0.835655 -3.020097 0.516751
24 H -2.446489 -4.481977 -1.166121
25 H -3.592266 -2.503866 -2.609114
26 H -2.165442 -0.038121 -3.364585
27 H -1.392192 0.836253 -2.000605
28 H -3.123982 0.404511 -1.982428
29 N 4.097613 1.742774 -2.047481
30 C 3.168630 2.187589 -1.238428
31 N 3.478139 2.828312 -0.114893
32 S 1.467369 1.979076 -1.662304
33 H 5.079105 1.959396 -1.920624
34 H 3.843450 1.265716 -2.900217
35 H 4.433900 3.094133 0.092277
36 H 2.760963 3.378948 0.333804

Force components x, y, z for each atom (eV/Å):
0.049 0.094 -0.309
-0.027 0.012 -0.005
0.040 0.009 -0.004
-0.086 -0.049 -0.008
-0.062 0.015 0.154
0.024 -0.029 -0.018
0.083 0.042 0.112
0.002 -0.002 0.002
0.007 -0.006 0.003
0.007 0.001 0.001
0.003 0.013 -0.003
-0.019 -0.012 -0.024
0.003 0.006 0.010
0.018 0.145 0.065
0.024 -0.001 0.015
-0.008 -0.053 0.044
0.001 0.085 -0.033
-0.090 -0.075 -0.058
0.038 -0.006 -0.005
0.031 -0.031 0.064
-0.004 -0.026 -0.015
-0.022 -0.077 -0.036
-0.002 -0.015 -0.011
0.012 -0.002 0.008
0.005 0.020 -0.001
-0.016 0.003 0.002
0.023 0.038 0.022
-0.004 0.006 -0.011
0.031 -0.006 -0.035
-0.035 0.046 0.100
0.016 -0.019 0.013
-0.026 -0.150 -0.021
0.001 0.007 0.000
-0.021 -0.003 -0.003
0.015 0.010 -0.017
-0.008 0.014 0.000


Entry 2:
C9H18NO5RuSeSi | ωB97M-V with the def2-TZVPD basis set

- charge = +1
- highest occupied orbital energy (alpha / beta) (eV) = -12.45 / -12.84
- frontier orbital gap (alpha / beta) (eV) = 6.83 / 6.76
- multiplicity = 5

Geometry (Å):
1 Ru -0.408419 0.017625 0.479589
2 O -0.832301 -1.592478 -1.264136
3 C -0.129853 -1.079567 -2.391052
4 C 1.373199 -0.914538 -2.116215
5 N 1.632089 -0.069413 -0.943704
6 C 2.596043 -0.653714 -0.012602
7 C 1.888420 -1.763118 0.834983
8 O 2.437094 -2.807999 1.064120
9 O 0.708012 -1.420779 1.189963
10 C 1.879301 1.329698 -1.204206
11 C 1.537502 2.215592 0.073615
12 O 2.025452 3.306891 0.155669
13 O 0.753225 1.654601 0.904778
14 H -0.563212 -2.512245 -1.087616
15 H -0.603853 -0.114624 -2.617679
16 H -0.267432 -1.750551 -3.247894
17 H 1.850934 -0.501886 -3.011260
18 H 1.798171 -1.903594 -1.926543
19 H 2.944364 0.101708 0.697725
20 H 3.463148 -1.079963 -0.530202
21 H 1.235275 1.695292 -2.008954
22 H 2.925957 1.546376 -1.439832
23 C -4.230914 3.164355 -2.413337
24 Si -4.385537 2.769765 -0.563196
25 C -4.011129 4.162764 0.671513
26 C -5.650640 1.440212 -0.070619
27 Se -2.194529 1.217777 -0.234386
28 H -5.076381 3.756956 -2.749884
29 H -4.209091 2.257925 -3.012414
30 H -3.330214 3.733542 -2.627280
31 H -4.824895 4.883030 0.708396
32 H -3.107165 4.704481 0.398602
33 H -3.873723 3.773641 1.678869
34 H -6.669203 1.814246 -0.124514
35 H -5.480476 1.097472 0.948580
36 H -5.581394 0.575425 -0.728456

Force components x, y, z for each atom (eV/Å):
1.764 0.372 -0.429
-0.007 0.091 0.950
0.539 0.281 -0.691
-0.496 -0.141 -0.116
-0.725 -0.014 0.172
-0.061 -0.678 0.622
2.856 -0.073 -1.520
-0.404 0.135 0.209
-2.312 0.532 0.976
-0.087 1.178 0.767
1.699 -0.097 -2.964
-0.188 0.117 0.412
-2.388 -1.930 1.778
-0.042 0.326 0.077
0.152 -0.258 0.035
-0.025 0.157 0.131
0.032 -0.073 0.079
0.048 0.052 -0.042
-0.045 0.025 -0.176
-0.155 0.070 0.084
0.099 -0.101 -0.024
-0.084 -0.110 -0.158
0.186 -0.317 0.882
0.015 -0.074 0.096
0.073 -0.761 -0.495
0.769 0.453 -0.159
-0.790 0.586 -0.359
-0.266 0.129 0.094
-0.037 -0.161 0.026
0.116 0.081 0.093
-0.246 0.024 -0.132
0.054 -0.031 -0.129
-0.041 -0.129 0.018
-0.136 0.244 -0.072
0.070 0.075 0.075
0.061 0.020 -0.111


Entry 3:
C9H18O | ωB97M-V with the def2-TZVPD basis set

- highest occupied orbital energy (eV) = -9.29
- frontier orbital gap (eV) = 10.13
- SMILES = C=C([C@H](C)OC)C(C)(C)C
- energy above the lowest of the compared OMol25 structures with the same formula, charge and spin (kJ/mol) = 205.5

Geometry (Å):
1 C -0.165210 -0.456576 -2.013037
2 C -0.031154 -0.120602 -0.751248
3 C -1.035675 0.098724 0.272348
4 C -1.648163 -1.182636 0.815367
5 O -2.045277 1.025147 -0.573287
6 C -3.349966 1.215307 -0.135845
7 C 1.481694 -0.034610 0.058654
8 C 1.543409 -0.544237 1.498993
9 C 1.837270 1.451731 0.023825
10 C 2.491095 -0.832371 -0.762498
11 H 0.669819 -0.614784 -2.674300
12 H -1.146500 -0.464959 -2.460867
13 H -0.769123 0.805745 1.062989
14 H -1.790875 -1.936371 0.044856
15 H -1.045429 -1.601538 1.616338
16 H -2.627804 -0.986076 1.247917
17 H -4.024118 0.382255 -0.394550
18 H -3.801568 2.092481 -0.608728
19 H -3.376697 1.332935 0.963195
20 H 0.898147 0.016570 2.171831
21 H 1.290488 -1.601432 1.552410
22 H 2.556325 -0.424796 1.889297
23 H 2.845490 1.605360 0.413367
24 H 1.814392 1.831675 -0.995430
25 H 1.145849 2.039326 0.625267
26 H 2.209783 -1.883401 -0.806660
27 H 2.592701 -0.445753 -1.773628
28 H 3.481095 -0.767114 -0.306575

Force components x, y, z for each atom (eV/Å):
-0.341 0.364 -0.261
4.333 -0.699 2.829
-3.610 2.019 -1.587
-0.571 0.285 -0.011
1.288 -1.319 0.584
-0.456 -0.579 0.921
-1.195 0.073 -2.156
-0.435 -0.012 -0.186
0.126 -0.131 -0.009
0.109 0.145 0.134
0.174 -0.173 0.057
-0.154 0.004 -0.058
0.282 -0.351 -0.077
0.160 0.050 -0.142
0.218 0.005 -0.033
-0.079 0.143 0.109
0.179 -0.087 0.096
0.432 0.115 0.048
-0.235 0.162 -0.215
-0.156 -0.022 0.064
-0.028 -0.090 0.087
0.057 0.015 -0.176
0.044 0.037 0.112
-0.038 0.030 -0.059
-0.063 0.098 0.042
-0.013 -0.068 -0.073
-0.065 -0.007 -0.107
0.041 -0.007 0.067


Entry 4:
C9H18OPPd | ωB97M-V with the def2-TZVPD basis set

- charge = -1
- highest occupied orbital energy (alpha / beta) (eV) = 0.74 / -4.02
- frontier orbital gap (alpha / beta) (eV) = 2.72 / 6.86
- multiplicity = 3

Geometry (Å):
1 C 0.636791 0.533155 -3.073130
2 C -0.587648 -0.281158 -3.094834
3 C -0.329580 -1.477168 -2.368593
4 C 1.038869 -1.497462 -1.932478
5 C 1.678769 -0.272918 -2.338720
6 Pd 0.557115 1.167505 -1.016762
7 P -0.267106 3.135443 -0.525426
8 H 0.896825 1.307495 -3.792030
9 H -1.520808 0.046907 -3.519438
10 H -1.073737 -2.210119 -2.075587
11 H 2.747539 -0.084576 -2.387061
12 H 1.532086 -2.300419 -1.406821
13 H -1.261818 3.121864 0.509884
14 H -0.859938 3.816760 -1.628239
15 H 0.825691 3.924841 -0.068624
16 C -1.882850 0.781940 2.411166
17 C -0.398412 0.579485 2.171825
18 O -0.139909 -0.212758 0.995497
19 C -0.082937 -1.625756 1.289322
20 C 1.311249 -2.067350 1.650570
21 H -2.373182 1.224996 1.533086
22 H -2.003161 1.466661 3.260754
23 H -2.393172 -0.161181 2.658076
24 H 0.088148 1.537192 1.963463
25 H 0.082622 0.103524 3.044485
26 H -0.781968 -1.842312 2.111452
27 H -0.435833 -2.133596 0.388046
28 H 1.650769 -1.608120 2.593221
29 H 1.313206 -3.157474 1.787566
30 H 2.032369 -1.815399 0.859318

Force components x, y, z for each atom (eV/Å):
0.937 -1.875 0.197
1.781 -0.313 1.163
0.381 0.774 -0.334
-0.481 1.509 -0.826
-1.763 -0.143 -1.431
0.297 -0.907 0.502
0.119 -0.339 0.053
-0.202 -0.087 0.250
-0.163 -0.075 0.000
0.054 0.028 -0.178
-0.260 -0.015 0.159
-0.078 -0.047 0.133
0.223 0.631 -0.078
-0.224 0.595 -0.056
-0.583 0.332 0.138
-0.111 -0.129 0.100
0.121 -0.266 -0.442
-0.195 -0.640 0.856
-0.341 0.787 -0.292
0.482 -0.142 0.209
0.203 -0.101 0.216
-0.071 -0.069 -0.135
0.118 0.204 -0.084
0.009 -0.030 0.256
-0.076 0.285 -0.197
0.075 -0.041 -0.186
0.054 0.043 0.100
-0.087 -0.105 -0.327
0.071 0.135 0.002
-0.289 0.000 0.232


Question: What is the formula in the fourth record?
Answer: C9H18OPPd